Entry 1:
C17H15BrCuN3 | ωB97M-V/def2-TZVPD

CARTESIAN COORDINATES (ANGSTROEM)
1 Cu 0.958 -1.081 -0.359
2 C -0.169 1.891 0.133
3 N -0.206 0.564 -0.502
4 C -1.091 0.356 -1.417
5 C -1.159 -0.913 -2.071
6 C -1.974 -1.382 -3.101
7 C -1.566 -2.698 -3.345
8 C -0.544 -2.961 -2.420
9 N -0.278 -1.888 -1.658
10 C -1.508 2.365 0.646
11 C -2.062 1.781 1.782
12 C -3.309 2.171 2.244
13 C -4.024 3.158 1.571
14 C -3.482 3.749 0.440
15 C -2.229 3.352 -0.017
16 H 0.229 2.635 -0.563
17 H 0.537 1.828 0.960
18 H -1.804 1.134 -1.701
19 H -2.748 -0.825 -3.611
20 H -1.964 -3.386 -4.076
21 H 0.003 -3.885 -2.285
22 H -1.508 1.007 2.304
23 H -3.726 1.708 3.129
24 H -4.999 3.461 1.929
25 H -4.031 4.519 -0.087
26 H -1.804 3.819 -0.900
27 Br 3.891 -3.227 3.928
28 C 3.903 -2.388 2.244
29 C 5.092 -2.112 1.603
30 C 5.024 -1.493 0.369
31 C 3.788 -1.179 -0.168
32 N 2.634 -1.449 0.455
33 C 2.699 -2.050 1.654
34 H 6.039 -2.373 2.055
35 H 5.922 -1.251 -0.182
36 H 3.702 -0.694 -1.132
37 H 1.761 -2.266 2.147

## Properties
Charge: 0
E_LUMO in eV: -0.08
Energy relative to the best compared isomer or geometry (same formula, charge and spin) in eV: 0.0000

Mulliken population analysis, charges in e, atoms 1 to 5:
1. Cu -0.37
2. C -1.09
3. N -0.33
4. C 0.55
5. C 0.14

=====

Entry 2:
C17H15F3N6O6PdS2 | ωB97M-V/def2-TZVPD

CARTESIAN COORDINATES (ANGSTROEM)
1 Pd -1.411 -0.451 0.581
2 N 4.472 -0.294 -4.372
3 C 4.157 -0.105 -3.004
4 C 4.778 0.902 -2.275
5 C 4.483 1.071 -0.929
6 C 3.584 0.225 -0.302
7 C 2.964 -0.786 -1.023
8 C 3.249 -0.946 -2.368
9 S 3.164 0.419 1.412
10 O 3.282 -0.893 1.996
11 O 4.029 1.460 1.930
12 N 1.629 0.783 1.406
13 C 1.191 1.961 0.959
14 N -0.138 2.191 1.157
15 C -0.592 3.386 0.861
16 C 0.181 4.389 0.288
17 C 1.492 4.020 0.011
18 N 2.005 2.846 0.330
19 H 4.696 0.577 -4.834
20 H 3.721 -0.749 -4.873
21 H 5.485 1.564 -2.765
22 H 4.928 1.869 -0.352
23 H 2.245 -1.429 -0.531
24 H 2.754 -1.729 -2.931
25 H -1.645 3.556 1.079
26 H -0.220 5.363 0.047
27 H 2.164 4.706 -0.501
28 N -4.519 -2.766 1.190
29 C -5.132 -1.570 1.302
30 O -6.217 -1.441 1.864
31 C -4.409 -0.407 0.701
32 C -4.806 0.854 1.049
33 C -4.161 1.966 0.477
34 C -3.164 1.734 -0.438
35 N -2.782 0.515 -0.874
36 C -3.357 -0.572 -0.263
37 H -4.963 -3.530 1.668
38 H -3.552 -2.871 0.900
39 H -5.617 0.965 1.757
40 H -4.434 2.979 0.740
41 H -2.641 2.562 -0.905
42 H -3.264 -1.516 -0.800
43 F 0.223 -5.463 0.768
44 C -0.157 -4.550 1.684
45 F 0.914 -4.245 2.424
46 F -1.043 -5.167 2.488
47 S -0.810 -3.025 0.901
48 O 0.343 -2.600 0.139
49 O -1.947 -3.523 0.132
50 O -1.150 -2.237 2.097

## Properties
Charge: -2
E_LUMO in eV: 4.73
Energy relative to the best compared isomer or geometry (same formula, charge and spin) in eV: 0.0000

Mulliken population analysis, charges in e, atoms 1 to 5:
1. Pd 0.05
2. N -0.67
3. C 1.20
4. C -0.71
5. C -0.14

=====

Entry 3:
C17H15N4O3SSn | ωB97M-V/def2-TZVPD

CARTESIAN COORDINATES (ANGSTROEM)
1 Sn -1.165 -1.062 -0.893
2 C -0.691 3.697 3.765
3 C -0.241 2.555 4.454
4 C -0.452 1.237 4.017
5 C -0.949 1.161 2.747
6 C -1.483 2.261 2.033
7 C -1.325 3.544 2.535
8 N -1.006 -0.101 2.066
9 N -0.077 -0.870 2.386
10 C -0.008 -2.189 1.868
11 C 0.641 -2.977 2.832
12 C 0.989 -4.287 2.478
13 C 0.699 -4.686 1.137
14 C -0.094 -3.826 0.380
15 N -0.454 -2.554 0.713
16 H -0.599 4.710 4.204
17 H 0.171 2.737 5.442
18 H -0.044 0.357 4.690
19 H -1.833 1.966 1.037
20 H -1.722 4.404 2.040
21 H 0.924 -2.445 3.769
22 H 1.467 -4.811 3.297
23 H 0.906 -5.716 0.843
24 H -0.549 -4.183 -0.513
25 N 0.065 3.576 -3.773
26 C 0.196 2.241 -3.539
27 C -0.855 1.369 -3.983
28 C -0.648 0.030 -3.693
29 C 0.536 -0.370 -3.040
30 C 1.691 0.485 -2.807
31 C 1.442 1.835 -2.996
32 S 0.704 -2.161 -2.980
33 O 0.635 -2.768 -4.251
34 O 1.903 -2.371 -2.253
35 O -0.630 -2.574 -2.323
36 H -0.712 3.872 -4.356
37 H 0.855 4.227 -3.796
38 H -1.749 1.772 -4.466
39 H -1.267 -0.854 -3.930
40 H 2.625 0.116 -2.401
41 H 2.102 2.652 -2.739

## Properties
Charge: +1
E_LUMO in eV: -4.96

Mulliken population analysis, charges in e, atoms 1 to 5:
1. Sn 1.07
2. C -0.42
3. C -0.37
4. C -0.22
5. C 0.59

=====

Entry 4:
C17H16BrNO2 | ωB97M-V/def2-TZVPD

CARTESIAN COORDINATES (ANGSTROEM)
1 C 4.008 2.292 6.772
2 O 3.177 3.175 6.058
3 C 2.801 2.835 4.795
4 C 3.186 1.677 4.128
5 C 2.740 1.429 2.842
6 C 1.890 2.321 2.200
7 N 1.452 2.122 0.884
8 C 1.010 0.977 0.282
9 C 0.842 1.139 -1.201
10 C 0.782 -0.165 0.975
11 C 0.347 -1.458 0.488
12 O 0.592 -2.487 1.100
13 C -0.493 -1.530 -0.750
14 C -0.216 -2.487 -1.721
15 C -1.026 -2.613 -2.835
16 C -2.136 -1.795 -2.953
17 Br -3.260 -1.959 -4.485
18 C -2.451 -0.861 -1.980
19 C -1.624 -0.730 -0.880
20 C 1.529 3.496 2.860
21 C 1.976 3.749 4.137
22 H 3.534 1.315 6.908
23 H 4.976 2.161 6.277
24 H 4.162 2.756 7.745
25 H 3.842 0.959 4.593
26 H 3.077 0.542 2.329
27 H 1.334 2.970 0.348
28 H 1.618 1.797 -1.589
29 H -0.127 1.580 -1.435
30 H 0.912 0.185 -1.712
31 H 1.003 -0.172 2.033
32 H 0.643 -3.129 -1.598
33 H -0.804 -3.345 -3.597
34 H -3.334 -0.248 -2.082
35 H -1.864 -0.014 -0.108
36 H 0.890 4.213 2.363
37 H 1.697 4.653 4.654

## Properties
Charge: 0
SMILES: COc1ccc(N/C(C)=C/C(=O)c2ccc(Br)cc2)cc1
E_LUMO in eV: 0.42
Energy relative to the best compared isomer or geometry (same formula, charge and spin) in eV: 0.0000

Mulliken population analysis, charges in e, atoms 1 to 5:
1. C -0.83
2. O -0.45
3. C 0.79
4. C -0.27
5. C -0.54

=====

Entry 5:
C17H16Cl2N2O3 | ωB97M-V/def2-TZVPD

CARTESIAN COORDINATES (ANGSTROEM)
1 C -8.158 -1.671 -0.819
2 C -6.992 -0.920 -0.140
3 O -7.199 -0.257 0.884
4 N -5.880 -0.972 -0.797
5 C -4.698 -0.540 -0.535
6 C -3.671 -0.628 -1.159
7 C -2.478 -0.127 -0.721
8 C -2.267 0.760 0.160
9 C -3.404 0.943 1.016
10 C -4.539 0.331 0.780
11 H -5.484 0.721 1.456
12 H -3.353 1.587 1.921
13 N -1.006 1.132 0.564
14 C 0.182 1.406 0.056
15 O 0.373 0.770 -1.170
16 C 1.171 2.083 0.905
17 C 1.057 3.449 0.610
18 H 0.017 3.869 1.022
19 H 1.910 4.279 0.996
20 H 1.043 3.872 -0.389
21 H 1.151 1.874 1.765
22 O 2.406 1.921 0.429
23 C 2.981 0.669 0.361
24 C 2.320 -0.467 1.128
25 C 2.960 -1.605 0.700
26 C 4.244 -1.952 0.271
27 C 4.801 -1.110 -0.372
28 C 4.241 0.486 -0.385
29 Cl 4.890 1.604 -1.039
30 H 5.759 -1.115 -0.816
31 Cl 4.895 -3.430 0.212
32 H 2.445 -2.621 1.319
33 H 1.475 -0.348 1.490
34 H -1.097 1.685 1.534
35 H -1.576 -0.212 -1.533
36 H -3.675 -0.910 -2.084
37 H -5.865 -1.440 -1.816
38 H -9.148 -1.597 -0.093
39 H -8.361 -1.193 -1.876
40 H -8.034 -2.586 -0.918

## Properties
Charge: 0
E_LUMO in eV: 0.33
Energy relative to the best compared isomer or geometry (same formula, charge and spin) in eV: 16.1238

Mulliken population analysis, charges in e, atoms 1 to 5:
1. C -1.28
2. C 0.74
3. O -0.64
4. N -0.07
5. C 0.01

=====

Entry 6:
C17H16ClF16N2O3 | ωB97M-V/def2-TZVPD

CARTESIAN COORDINATES (ANGSTROEM)
1 Cl 9.831 1.732 2.056
2 C 8.400 1.096 2.662
3 C 8.271 -0.217 2.996
4 C 7.027 -0.601 3.467
5 N 6.032 0.265 3.584
6 C 4.694 -0.174 4.029
7 C 3.831 -0.367 2.816
8 C 2.602 0.436 2.799
9 O 3.839 0.657 1.943
10 N 6.134 1.565 3.302
11 C 7.306 1.944 2.850
12 H 9.081 -0.917 2.884
13 H 6.847 -1.625 3.746
14 H 4.245 0.592 4.642
15 H 4.762 -1.134 4.521
16 H 3.761 -1.356 2.417
17 H 2.639 1.408 3.259
18 H 1.867 0.180 2.059
19 H 7.415 2.989 2.604
20 C 1.049 -1.353 -1.317
21 C 0.566 -2.269 -0.175
22 C 0.572 -3.784 -0.402
23 F -0.253 -4.150 -1.394
24 F 0.148 -4.388 0.734
25 F -0.639 -1.858 0.261
26 F 1.446 -2.066 0.863
27 O 0.093 -0.697 -2.130
28 C -0.433 -1.258 -3.281
29 C -1.950 -1.456 -3.190
30 F -2.275 -2.242 -2.143
31 F -2.387 -2.053 -4.318
32 F 0.210 -2.393 -3.623
33 F -0.220 -0.374 -4.275
34 H 1.539 -0.526 -0.802
35 H 1.827 -1.831 -1.912
36 H 1.583 -4.137 -0.624
37 H -2.452 -0.493 -3.073
38 C -6.779 1.723 -0.411
39 C -7.102 0.507 -1.300
40 C -6.005 -0.536 -1.529
41 F -4.937 -0.011 -2.166
42 F -6.493 -1.527 -2.306
43 F -7.604 0.923 -2.481
44 F -8.097 -0.166 -0.657
45 O -6.452 2.966 -1.024
46 C -5.169 3.324 -1.371
47 C -5.015 3.555 -2.879
48 F -5.343 2.454 -3.578
49 F -3.721 3.855 -3.145
50 F -4.246 2.461 -0.895
51 F -4.921 4.516 -0.781
52 H -7.720 1.937 0.092
53 H -6.073 1.468 0.379
54 H -5.678 -0.974 -0.581
55 H -5.653 4.381 -3.199

## Properties
Charge: +1
E_LUMO in eV: -5.10
Energy relative to the best compared isomer or geometry (same formula, charge and spin) in eV: 0.0000

Mulliken population analysis, charges in e, atoms 1 to 5:
1. Cl -0.10
2. C 0.66
3. C -0.71
4. C 0.32
5. N 0.68